Entry from the Open Molecules 2025 dataset: 5 unconnected molecules or ions with the total composition C22H41F6NO10 in a non-equilibrium geometry (the ωB97M-V functional and the def2-TZVPD basis).

Element x y z (Å)
C 9.4056 14.4910 13.0215
C 8.3995 13.4474 12.5940
O 8.8308 12.2200 13.1297
C 7.9428 11.2782 13.2864
O 6.7490 11.4041 13.2822
C 8.6178 9.9096 13.5008
F 8.1900 9.0280 12.5981
F 9.9611 9.9961 13.4265
F 8.3079 9.4570 14.7074
H 9.6865 14.3771 14.0671
H 9.0131 15.4975 12.8776
H 10.3153 14.4517 12.4183
H 8.3179 13.4422 11.5074
H 7.4290 13.6909 13.0280
C 3.5963 13.2779 9.5505
C 3.7853 14.7384 9.9010
O 5.0441 15.2268 9.4156
C 5.0186 15.9342 8.3200
O 4.0790 16.2256 7.6875
C 6.4318 16.3551 7.8717
F 6.6643 15.7997 6.6721
F 6.5011 17.6983 7.7775
F 7.3828 15.9432 8.6942
H 3.5983 13.1478 8.4583
H 2.6657 12.8909 9.9464
H 4.4547 12.6845 9.8773
H 3.8015 14.8114 10.9885
H 2.9700 15.3358 9.5013
C 11.2204 0.1888 14.1880
O 10.6542 0.8912 13.1101
C 11.6368 1.5389 12.3432
C 10.9595 2.4094 11.3372
O 10.2960 3.4250 12.0277
C 9.6791 4.3728 11.1797
C 9.5455 5.7159 11.8452
O 10.7496 6.3857 12.2075
C 11.5754 5.7669 13.1213
H 11.8740 0.8367 14.7849
H 11.8275 -0.6666 13.8340
H 10.4120 -0.2282 14.7807
H 12.2279 0.7530 11.8477
H 12.2903 2.1606 12.9734
H 10.2294 1.8056 10.7756
H 11.7025 2.8321 10.6463
H 8.6715 4.0099 10.9159
H 10.2285 4.4807 10.2278
H 8.9563 5.6006 12.7766
H 8.9703 6.3818 11.2077
H 12.4126 6.4510 13.2910
H 11.9785 4.8143 12.7920
H 11.0866 5.6490 14.1010
C 9.4635 11.2310 9.6986
O 8.2231 11.4697 9.0215
C 8.3749 12.4305 8.0426
C 7.0393 12.6739 7.3632
O 6.4865 11.4996 6.8614
C 5.4497 11.7222 5.9061
C 5.0399 10.4032 5.3440
O 4.4898 9.5549 6.2867
C 3.2220 9.9846 6.6640
H 9.7602 12.1152 10.2775
H 10.2440 10.9033 9.0046
H 9.3045 10.4153 10.4002
H 9.1640 12.1643 7.3209
H 8.7217 13.3931 8.4600
H 7.1024 13.4246 6.5602
H 6.3691 13.1620 8.1071
H 5.8356 12.3208 5.0566
H 4.5951 12.2541 6.3600
H 5.9187 9.9426 4.8990
H 4.2747 10.5324 4.5680
H 2.6237 10.1839 5.7703
H 3.2483 10.8422 7.3474
H 2.7771 9.1652 7.2296
C 5.7002 9.6505 9.5637
C 6.3657 8.4413 10.0244
N 6.8254 7.4653 10.4097
H 6.2195 10.0604 8.6965
H 5.6662 10.3966 10.3540
H 4.7010 9.4222 9.1971

Output
total energy: -61745.710 eV

These are the Mulliken partial charges, in e, on atoms 1 to 4: number 1, C, carries -1.398; number 2, C, carries 0.091; number 3, O, carries -0.209; number 4, C, carries 0.417

Entry from the Open Molecules 2025 dataset: a single C2H5O3PS molecule in a non-equilibrium geometry (the ωB97M-V functional and the def2-TZVPD basis).

Element x y z (Å)
C -0.3919 0.5015 0.8922
C 0.1608 -0.5904 -1.3608
O 1.4475 -2.4024 0.0012
O -0.3079 -3.0984 -1.6624
O -0.9230 -2.1225 0.4555
P -0.8332 -0.9999 1.7194
S 0.2180 -2.1634 -0.6940
H 0.4686 1.0485 1.4096
H -1.3368 1.0348 0.6653
H -0.6469 -0.4437 -2.1878
H 1.1724 -0.0523 -1.6798
H 0.4241 -1.4372 2.2277

Output
energy above the lowest of the compared OMol25 structures with the same formula, charge and spin: 130.1 kcal per mole
total energy: -28417.382 eV

These are the natural (NBO) partial charges, in e, on atoms 1 to 4: number 1, C, carries -0.689; number 2, C, carries -0.696; number 3, O, carries -0.924; number 4, O, carries -0.903

Entry from the Open Molecules 2025 dataset: 2 unconnected molecules or ions with the total composition C2H8OS2 in a non-equilibrium geometry (the ωB97M-V functional and the def2-TZVPD basis).

Element x y z (Å)
C -0.7405 -2.4946 1.6132
S -0.8375 -0.7425 0.6451
S -0.9305 0.3509 -1.0186
C -2.1661 -0.3994 -2.0908
H -1.6904 -2.4608 2.1376
H -0.6375 -3.2025 0.7831
H 0.0768 -2.2372 2.2920
H -1.9977 0.3051 -2.9403
H -1.7790 -1.3448 -2.4898
H -3.1207 -0.5804 -1.6015
H 3.8896 4.0420 0.7181
H 5.1293 4.4810 1.4173
O 4.8042 4.2831 0.5345

Output
energy above the lowest of the compared OMol25 structures with the same formula, charge and spin: 43.5 kcal per mole
multiplicity: 2
total energy: -25911.648 eV
total charge: +1

These are the natural (NBO) partial charges, in e, on atoms 1 to 4: number 1, C, carries -0.488; number 2, S, carries 0.144; number 3, S, carries 0.539; number 4, C, carries -0.785

Entry from the Open Molecules 2025 dataset: 2 unconnected molecules or ions with the total composition C2H10N in a non-equilibrium geometry (the ωB97M-V functional and the def2-TZVPD basis).

Element x y z (Å)
N 1.1658 1.5201 0.5303
H 1.3224 2.3919 1.0679
H 0.7362 1.7457 -0.3735
H 2.1012 1.1696 0.2753
H 0.5775 0.8304 1.0110
C -0.1784 -1.2303 -0.7244
C -1.2170 -0.5817 0.1264
H 0.5851 -1.8496 -0.2261
H 0.3785 -0.7376 -1.6038
H -0.7703 -1.9862 -1.3839
H -2.0536 -1.2979 0.3650
H -0.7861 -0.2252 1.0849
H -1.7247 0.3232 -0.2796

Output
energy above the lowest of the compared OMol25 structures with the same formula, charge and spin: 31.3 kcal per mole
multiplicity: 2
total energy: -3703.100 eV
total charge: +2

These are the natural (NBO) partial charges, in e, on atoms 1 to 4: number 1, N, carries -0.869; number 2, H, carries 0.495; number 3, H, carries 0.454; number 4, H, carries 0.474

Entry from the Open Molecules 2025 dataset: 2 unconnected molecules or ions with the total composition CHIP2 in a non-equilibrium geometry (the ωB97M-V functional and the def2-TZVPD basis).

Element x y z (Å)
C 1.9005 -0.9038 0.4736
P -2.1925 0.3468 0.4809
P -2.6677 0.5944 -1.3528
I 2.1919 0.9544 -0.3313
H 0.7678 -0.9918 0.7296

Output
energy above the lowest of the compared OMol25 structures with the same formula, charge and spin: 90.3 kcal per mole
total energy: -27726.299 eV

These are the natural (NBO) partial charges, in e, on atoms 1 to 4: number 1, C, carries -0.321; number 2, P, carries -0.019; number 3, P, carries 0.016; number 4, I, carries 0.217

Entry from the Open Molecules 2025 dataset: a molecular structure, C29H37FN6Pd in a non-equilibrium geometry (the ωB97M-V functional and the def2-TZVPD basis).

Element x y z (Å)
Pd -1.3926 0.0576 -0.2023
C 1.7765 3.4801 -1.1336
C 2.5384 2.4218 -0.3295
C 3.8625 3.0039 0.1612
C 2.6794 1.2128 -1.2262
C 3.6742 1.1852 -2.1901
C 3.7600 0.1551 -3.1086
C 2.7907 -0.8277 -3.1064
C 1.7801 -0.8444 -2.1574
C 0.7811 -1.9780 -2.2133
C -0.6597 -1.4864 -2.3725
C 0.9595 -2.8895 -0.9991
C 1.7458 0.1499 -1.1593
N 0.8346 0.0744 -0.1030
C 1.2881 -0.2336 1.1157
C 2.6340 -0.5934 1.3927
C 3.0604 -0.9317 2.6528
C 2.1808 -0.9577 3.7282
C 0.8516 -0.6189 3.5086
C 0.4396 -0.2639 2.2470
F -0.8949 0.0883 2.0828
H 1.6387 4.3842 -0.5451
H 0.7996 3.0990 -1.4213
H 2.3360 3.7237 -2.0345
H 1.9450 2.1405 0.5438
H 4.4395 3.4033 -0.6682
H 4.4605 2.2550 0.6747
H 3.6694 3.8248 0.8492
H 4.4101 1.9748 -2.2360
H 4.5626 0.1302 -3.8318
H 2.8362 -1.6194 -3.8419
H 1.0169 -2.5740 -3.1061
H -0.9268 -0.6897 -1.6153
H -1.3553 -2.3168 -2.2493
H -0.7955 -1.0555 -3.3636
H 0.7215 -2.3537 -0.0846
H 1.9919 -3.2296 -0.9377
H 0.3085 -3.7567 -1.0711
H 3.3340 -0.5876 0.5730
H 4.1011 -1.1851 2.8007
H 2.5210 -1.2186 4.7170
H 0.1312 -0.6086 4.3137
C -4.4890 -0.8064 -1.2186
N -3.7426 0.2105 -0.4893
C -4.1698 0.2432 0.9087
C -3.9901 1.5249 -1.0953
C -3.0934 2.5575 -0.4583
C -3.5611 3.8244 -0.1355
C -2.7342 4.7334 0.5014
C -1.4557 4.3604 0.8662
C -1.0013 3.0823 0.5718
C -1.7893 2.1790 -0.1248
H -5.5739 -0.6050 -1.2046
H -4.3085 -1.7843 -0.7733
H -4.1572 -0.8287 -2.2584
H -5.2359 0.4994 1.0017
H -3.5829 0.9926 1.4433
H -3.9956 -0.7275 1.3707
H -5.0533 1.8075 -0.9860
H -3.7700 1.4563 -2.1673
H -4.5798 4.1037 -0.3721
H -3.0970 5.7227 0.7392
H -0.8067 5.0551 1.3813
H -0.0157 2.7953 0.9106
N 0.1472 -5.9887 1.5518
C -0.2188 -4.6975 1.7604
N 0.4254 -3.9919 2.7234
N -1.1700 -4.2403 1.0108
C -1.5773 -3.0319 0.8583
N -2.0383 -2.0166 0.5362
H 0.6671 -6.5014 2.2416
H -0.4464 -6.5171 0.9368
H 1.2527 -4.3663 3.1574
H 0.3236 -2.9871 2.7590

Output
total energy: -45810.138 eV

These are the Mulliken partial charges, in e, on atoms 1 to 4: number 1, Pd, carries -1.062; number 2, C, carries -1.486; number 3, C, carries 1.528; number 4, C, carries -1.948

Entry from the Open Molecules 2025 dataset: a molecular structure, C27H23HfI2N5O2 in a non-equilibrium geometry (the ωB97M-V functional and the def2-TZVPD basis).

Element x y z (Å)
Hf 0.3437 -0.0891 -0.1854
C 3.3067 3.2346 0.6331
C 2.6002 2.0050 0.1964
N 1.5336 1.5458 0.7499
N 1.0277 2.2135 1.8511
C -0.0680 1.6234 2.2152
O -0.5515 0.6116 1.5009
C -0.7950 1.9945 3.4282
C -0.1979 2.8346 4.3697
C -0.8917 3.1801 5.5151
C -2.1783 2.6983 5.7206
C -2.7774 1.8677 4.7823
C -2.0877 1.5107 3.6367
C 3.1694 1.0943 -0.8209
C 4.2283 1.4685 -1.6241
C 4.8247 0.5208 -2.4463
C 4.3629 -0.7800 -2.3982
C 3.2734 -1.0679 -1.5938
N 2.6446 -0.1609 -0.8398
H 3.0107 3.4908 1.6453
H 3.0212 4.0665 -0.0186
H 4.3856 3.1111 0.5701
H 0.8028 3.2073 4.2016
H -0.4311 3.8264 6.2492
H -2.7181 2.9743 6.6164
H -3.7833 1.5044 4.9411
H -2.5525 0.8762 2.8942
H 4.5976 2.4830 -1.5972
H 5.6552 0.7939 -3.0829
H 4.8296 -1.5708 -2.9673
H 2.9303 -2.0903 -1.5316
I -4.6629 -0.7166 -5.6049
C -3.1077 -0.2431 -4.3189
C -3.2624 0.7831 -3.3930
C -2.2144 1.1204 -2.5436
I -2.4298 2.4655 -0.9864
C -1.0119 0.4445 -2.6727
O 0.0770 0.7643 -1.9102
C -0.8828 -0.6618 -3.5073
C 0.3240 -1.5228 -3.2730
N 0.3288 -1.9732 -1.8300
C -0.7881 -2.9111 -1.5925
C -1.1241 -3.0069 -0.1362
C -1.8790 -4.0707 0.3283
C -2.2126 -4.1329 1.6681
C -1.7709 -3.1247 2.5144
C -1.0364 -2.0900 1.9858
N -0.7065 -2.0147 0.6732
C -1.9345 -0.9947 -4.3475
H -4.2034 1.3116 -3.3241
H 1.2500 -0.9742 -3.4443
H 0.3088 -2.3967 -3.9273
H 1.1722 -2.5216 -1.6963
H -0.5488 -3.9046 -1.9789
H -1.6625 -2.5570 -2.1435
H -2.1941 -4.8407 -0.3627
H -2.8031 -4.9553 2.0489
H -1.9949 -3.1327 3.5709
H -0.6949 -1.2777 2.6072
H -1.8507 -1.8440 -5.0144

Output
energy above the lowest of the compared OMol25 structures with the same formula, charge and spin: 1.7 kcal per mole
total energy: -57416.532 eV
total charge: +2

These are the natural (NBO) partial charges, in e, on atoms 1 to 4: number 1, Hf, carries 2.597; number 2, C, carries -0.699; number 3, C, carries 0.356; number 4, N, carries -0.443

Entry from the Open Molecules 2025 dataset: a single C4H7NO molecule (the ωB97M-V functional and the def2-TZVPD basis).

Element x y z (Å)
C -1.6956 -0.4998 0.4364
C -0.2753 -0.4844 -0.0726
C 0.1607 0.5321 -1.0834
N 0.5754 0.6229 0.2987
C 1.9150 0.4424 0.6074
O 2.3592 -0.3971 1.3496
H -1.7449 -0.7014 1.5108
H -2.2731 -1.2812 -0.0701
H -2.1654 0.4697 0.2434
H 0.2355 -1.4474 -0.0945
H 0.9097 0.2489 -1.8209
H -0.5402 1.2969 -1.4082
H 2.5388 1.1984 0.1035

Output
energy above the lowest of the compared OMol25 structures with the same formula, charge and spin: 38.6 kcal per mole
total energy: -7797.969 eV

These are the natural (NBO) partial charges, in e, on atoms 1 to 4: number 1, C, carries -0.616; number 2, C, carries -0.058; number 3, C, carries -0.244; number 4, N, carries -0.445